(1)
57
Properties=species:S:1:pos:R:3:mulliken_charge:R:1 method="wB97M-V/def2-TZVPD" max_force_ev_per_a=0.5 gap_ha=0.3520 multiplicity=1 homo_ev=-12.47 total_charge=+1
C 4.779 0.373 2.509 -1.061
C 4.980 1.510 1.490 -0.538
C 3.693 2.208 0.995 -0.313
C 3.490 2.150 -0.523 -0.955
C 3.432 0.752 -1.177 -1.035
C 2.899 -0.387 -0.300 -0.178
C 2.042 -1.413 -1.046 -0.774
C 1.224 -2.317 -0.105 -1.000
C -0.224 -2.602 -0.555 -1.269
C -1.333 -1.589 -0.203 0.447
C -1.431 -1.325 1.300 -1.025
N -2.127 -0.014 1.511 0.155
C -1.237 1.116 1.099 -1.167
C -0.760 0.925 -0.360 1.866
P -1.446 2.307 -1.383 0.107
O -2.899 2.196 -1.652 -0.580
N -1.309 -0.303 -0.933 -0.324
H 3.736 0.319 2.843 0.254
H 5.040 -0.606 2.102 0.248
H 5.391 0.516 3.401 0.323
H 5.529 1.131 0.622 0.322
H 5.626 2.267 1.941 0.455
H 2.824 1.787 1.521 0.005
H 3.714 3.266 1.273 0.435
H 4.308 2.710 -0.989 0.397
H 2.578 2.708 -0.778 0.286
H 4.421 0.484 -1.560 0.506
H 2.794 0.825 -2.070 0.354
H 2.311 0.030 0.527 0.053
H 3.730 -0.910 0.186 0.519
H 1.379 -0.880 -1.737 0.353
H 2.687 -2.032 -1.678 0.480
H 1.241 -1.871 0.897 0.370
H 1.731 -3.276 0.014 0.547
H -0.543 -3.581 -0.182 0.480
H -0.244 -2.693 -1.649 0.514
H -2.288 -2.049 -0.482 0.165
H -2.015 -2.105 1.789 0.288
H -0.468 -1.227 1.801 0.482
H -2.370 0.094 2.494 0.436
H -2.996 0.005 0.967 -0.129
H -0.401 1.112 1.801 0.464
H -1.804 2.038 1.247 0.446
H 0.332 0.983 -0.387 -1.187
H -0.584 2.345 -2.493 0.138
H -1.023 3.424 -0.637 0.149
H -0.897 -0.466 -1.841 0.473
C -6.773 -1.516 -1.334 -1.315
C -5.430 -1.261 -0.713 0.787
O -4.756 -2.141 -0.219 -0.556
C -4.916 0.154 -0.712 0.421
H -7.020 -2.572 -1.265 0.343
H -7.536 -0.923 -0.827 0.355
H -6.765 -1.203 -2.379 0.338
H -5.559 0.813 -0.126 0.468
H -4.852 0.578 -1.713 0.381
H -3.906 0.134 -0.323 -1.205

***

(2)
12
Properties=species:S:1:pos:R:3:mulliken_charge:R:1 method="wB97M-V/def2-TZVPD" max_force_ev_per_a=6.4 gap_ha="0.2797 / 0.2892" multiplicity=3 homo_ev="-11.67 / -14.04" relative_energy_kcal_mol=0.0 total_charge=+1
C -1.400 0.728 0.463 0.138
C -0.624 0.692 -0.824 -0.455
O 0.676 0.204 -0.613 -0.260
C 0.809 -1.137 -0.240 0.965
O 1.433 -1.337 0.835 -0.750
O 1.056 -1.823 -1.218 -0.550
O -0.918 0.426 1.535 -0.500
H -2.357 1.281 0.410 0.407
H -0.495 1.717 -1.197 0.336
H -1.190 0.073 -1.540 0.323
Mg 2.864 0.434 -0.232 0.622
Hg 0.146 -1.257 2.621 0.724

***

(3)
19
Properties=species:S:1:pos:R:3:mulliken_charge:R:1 method="wB97M-V/def2-TZVPD" max_force_ev_per_a=1.0 gap_ha=0.3099 multiplicity=1 homo_ev=-7.68 relative_energy_kcal_mol=18.6 total_charge=0
C -1.464 1.456 -0.218 -1.550
C -0.167 1.019 0.394 0.393
C 0.961 1.012 -0.317 -0.326
N 2.086 0.289 0.114 -0.452
N -0.282 0.442 1.678 -0.531
H -2.132 0.620 -0.429 0.363
H -1.988 2.207 0.392 0.424
H -1.307 1.988 -1.151 0.358
H 0.987 1.515 -1.270 0.353
H 1.972 -0.712 0.141 0.235
H 2.952 0.604 -0.286 0.223
H -1.176 0.679 2.076 0.181
H 0.502 0.626 2.293 0.246
H -0.830 -2.252 -2.162 0.279
H -0.699 -1.111 -1.232 0.422
O -1.180 -1.357 -2.038 -0.666
H -0.002 -1.292 0.993 0.439
H 0.346 -2.785 0.918 0.302
O 0.299 -1.993 0.374 -0.693

***

(4)
56
Properties=species:S:1:pos:R:3:mulliken_charge:R:1 method="wB97M-V/def2-TZVPD" max_force_ev_per_a=1.1 gap_ha=0.2268 multiplicity=1 homo_ev=-1.77 relative_energy_kcal_mol=13.9 total_charge=-2
Pd 0.556 0.702 0.027 0.147
C 3.283 3.401 -3.086 -1.915
C 2.664 3.242 -1.709 1.214
O 3.269 4.201 -0.811 -0.626
P 3.148 1.648 -0.954 0.835
O 2.703 0.398 -1.842 -0.369
O 4.724 1.608 -1.302 -0.543
O 2.808 1.461 0.483 -0.760
P 0.839 3.702 -1.720 0.738
O 0.112 2.483 -2.493 -0.535
O 0.722 4.909 -2.579 -0.816
O 0.492 3.735 -0.258 -0.648
H 4.372 3.384 -3.028 0.409
H 2.941 4.352 -3.492 0.461
H 2.945 2.596 -3.740 0.340
H 2.588 4.349 -0.133 0.383
H 1.838 0.013 -1.538 0.261
H 5.212 1.212 -0.572 0.327
H -0.086 1.745 -1.880 0.299
C -5.789 0.195 0.559 -1.431
C -4.300 0.303 0.378 1.448
C -3.617 1.486 0.619 -0.898
C -2.245 1.543 0.439 -0.372
N -1.530 0.485 0.039 -0.035
C -2.182 -0.659 -0.207 -0.572
C -3.549 -0.786 -0.048 -0.868
H -6.195 1.098 1.013 0.341
H -6.040 -0.656 1.195 0.343
H -6.283 0.043 -0.403 0.291
H -4.140 2.372 0.955 0.288
H -1.688 2.458 0.600 0.499
H -1.571 -1.493 -0.527 0.411
H -4.013 -1.745 -0.248 0.439
N 0.884 2.952 2.676 -0.231
C 0.270 2.344 3.720 0.587
N 0.943 2.479 4.951 -0.604
O -0.807 1.778 3.663 -0.608
H 1.804 3.333 2.809 0.222
H 0.734 2.586 1.738 0.073
H 1.947 2.399 4.885 0.233
H 0.555 1.842 5.629 0.257
F 1.171 -3.903 1.995 -0.253
C 1.708 -3.361 0.898 0.637
F 1.827 -2.051 1.099 -0.189
F 2.938 -3.874 0.748 -0.268
S 0.677 -3.709 -0.636 0.959
O 0.443 -2.408 -1.185 -0.498
O 1.437 -4.664 -1.395 -0.688
N -0.690 -4.274 -0.069 -0.328
S -0.917 -5.803 0.229 1.041
O 0.203 -6.511 0.783 -0.638
O -2.200 -5.968 0.850 -0.697
C -1.166 -6.584 -1.462 0.637
F -2.169 -7.481 -1.395 -0.251
F -1.499 -5.674 -2.385 -0.246
F -0.081 -7.233 -1.884 -0.232

***

(5)
35
Properties=species:S:1:pos:R:3:mulliken_charge:R:1 method="wB97M-V/def2-TZVPD" max_force_ev_per_a=6.2 gap_ha=0.3447 multiplicity=1 homo_ev=-9.42 relative_energy_kcal_mol=244.3 total_charge=0
C 3.034 -1.007 -0.682 0.584
C 2.300 0.215 -0.475 0.198
C 3.499 -1.510 0.674 -0.933
C 0.336 1.694 -0.167 -0.149
C 0.425 2.249 1.327 0.577
C -1.029 1.421 -0.619 -0.513
C -1.701 0.058 -0.348 -0.833
C -3.349 0.311 -0.321 -0.631
C -4.336 -0.713 0.310 -0.715
H 3.941 -1.048 -2.669 0.299
H 4.194 0.643 -1.531 0.353
H 2.579 -1.964 -1.253 0.334
H 4.080 -2.417 0.317 0.389
H 4.295 -0.917 1.381 0.310
H 1.103 -0.644 2.071 0.144
H 0.315 -0.663 -0.416 0.223
H 0.901 2.377 -0.903 0.377
H -1.004 1.829 -1.772 0.128
H -1.872 2.090 0.199 0.230
H -1.643 -0.090 0.691 0.333
H -1.304 -0.700 -0.959 0.661
H -3.601 1.348 -0.069 0.473
H -3.838 0.456 -1.497 0.263
H -5.427 -0.686 -0.083 0.292
H -4.517 -0.709 1.518 0.308
H -3.403 -2.622 1.067 0.268
H -3.626 -2.595 -0.771 0.227
H 2.407 2.049 0.840 0.425
N 4.142 -0.559 -1.565 -0.809
N 0.992 0.246 -0.138 -0.048
N -4.055 -2.268 0.261 -0.609
O 2.826 1.335 -0.190 -0.748
O -0.563 1.970 2.114 -0.545
O 1.723 2.826 1.569 -0.646
S 2.177 -2.005 2.088 -0.218

***

(6)
63
Properties=species:S:1:pos:R:3:mulliken_charge:R:1 method="wB97M-V/def2-TZVPD" max_force_ev_per_a=5.3 gap_ha=0.2744 multiplicity=1 homo_ev=-5.46 relative_energy_kcal_mol=67.0 total_charge=-1
N 2.432 -0.831 1.370 1.017
O 1.662 -0.176 2.087 -0.592
O 3.173 -1.618 1.877 -0.636
O 2.398 -0.801 0.182 -0.654
O -4.147 -1.895 3.652 -0.626
C -3.400 -0.953 3.685 0.538
O -2.077 -1.086 3.953 -0.383
C -1.398 0.169 3.726 0.405
C -2.482 1.216 3.831 -0.666
C -3.732 0.492 3.301 -0.044
H -0.946 0.094 2.737 -0.422
H -0.563 0.270 4.420 0.335
H -2.132 2.157 3.407 0.366
H -2.586 1.466 4.887 0.316
H -3.719 0.590 2.216 -0.187
H -4.664 0.911 3.680 0.367
O -3.862 -0.338 -0.209 -0.671
C -2.841 0.228 -0.616 0.433
O -1.833 0.504 0.223 -0.137
C -0.638 1.070 -0.370 0.396
C -0.988 0.733 -1.778 0.343
C -2.538 0.953 -1.906 -0.518
H 0.292 0.516 -0.240 -0.371
H -0.429 2.121 -0.167 0.311
H -0.729 -0.298 -2.016 -0.050
H -0.412 1.292 -2.516 -0.261
H -3.044 0.393 -2.694 0.320
H -2.850 1.993 -1.821 0.267
O 3.609 4.422 -1.821 -0.625
S 2.454 3.617 -2.146 1.183
O 1.117 3.834 -1.524 -0.568
O 2.305 3.708 -3.846 -0.366
C 1.208 3.181 -4.420 0.132
C 0.803 3.959 -5.635 -1.418
C 2.948 1.819 -1.994 -0.478
H 0.317 3.059 -3.805 0.205
H 1.398 2.155 -4.734 0.262
H 1.568 3.887 -6.407 0.316
H 0.754 5.008 -5.343 0.342
H -0.171 3.684 -6.040 0.374
H 4.017 1.811 -1.778 0.389
H 2.723 1.312 -2.932 0.277
H 2.476 1.355 -1.128 -0.049
O 0.730 -5.170 1.820 -0.644
S 0.728 -4.129 0.809 1.189
O 1.976 -3.580 0.212 -0.534
O -0.317 -4.619 -0.444 -0.369
C -0.246 -3.931 -1.642 0.295
C -1.565 -3.939 -2.389 -1.267
C -0.275 -2.698 1.391 -0.445
H 0.658 -4.274 -2.145 0.318
H -0.033 -2.878 -1.455 -0.135
H -2.340 -3.627 -1.689 0.296
H -1.685 -4.970 -2.722 0.349
H -1.586 -3.275 -3.253 0.364
H 0.222 -2.186 2.214 0.273
H -1.302 -3.002 1.596 0.524
H -0.543 -1.979 0.617 -0.319
C 3.887 -0.411 5.072 0.055
Br 5.576 -0.552 4.138 -0.032
Br 3.490 1.588 5.410 -0.094
Br 4.042 -1.521 6.683 -0.055
H 3.109 -0.828 4.433 0.060

***

The highest multiplicity belongs to which entry?
C3H3HgMgO4